No. 1
Density functional theory data (ωB97M-V with the def2-TZVPD basis set) for a cluster of 2 separate species, C4H11N3O2 in total.

The max |F| comes out at 1.43 eV/A. Its LUMO energy is 0.5 eV. Its total charge is 0. The SMILES is [H]/N=C(\N)NC.CC(=O)O.

Last columns: bonded neighbours and bond lengths (Å).
Positions of all 20 atoms, in Å:
1 C -0.191 2.523 -0.659  H4 1.090, H9 1.095, C13 1.512, H18 1.090
2 H 2.106 -2.067 -1.619  N8 1.010
3 O -2.375 2.490 0.444  H6 0.964, C13 1.358
4 H -0.247 3.596 -0.478  C1 1.090
5 N 1.034 -0.988 0.581  H15 1.012, C17 1.467, C19 1.404
6 H -2.401 3.433 0.243  O3 0.964
7 N -0.491 -2.591 -0.156  H10 1.010, C19 1.255
8 N 1.127 -1.824 -1.673  H2 1.010, C19 1.435, H20 1.007
9 H -0.289 2.409 -1.743  C1 1.095
10 H -0.657 -3.270 -0.885  N7 1.010
11 O -1.554 0.592 -0.314  C13 1.198
12 H -0.046 -1.997 2.103  C17 1.087
13 C -1.372 1.758 -0.106  C1 1.512, O3 1.358, O11 1.198
14 H -0.350 -0.224 1.938  C17 1.086
15 H 2.005 -1.248 0.695  N5 1.012
16 H 1.142 -0.852 2.669  C17 1.093
17 C 0.387 -1.021 1.897  N5 1.467, H12 1.087, H14 1.086, H16 1.093
18 H 0.757 2.093 -0.333  C1 1.090
19 C 0.471 -1.823 -0.397  N5 1.404, N7 1.255, N8 1.435
20 H 0.944 -0.989 -2.207  N8 1.007

---

No. 2
Density functional theory data (ωB97M-V with the def2-TZVPD basis set) for an isolated molecule of C18H13N5O.

The max |F| comes out at 4.49 eV/A. Its LUMO energy is 0.3 eV. Its total charge is 0. The SMILES is [H]/N=C1/Oc2nc(-c3ccccc3)[nH]c2[C@H](c2cccnc2)[C@@H]1C#N.

Last columns: bonded neighbours and bond lengths (Å).
Positions of all 37 atoms, in Å:
1 C -0.150 -0.831 -2.364  C16 1.409, C17 1.399, C33 1.480
2 H -0.600 2.185 5.970  C14 1.085
3 H -0.802 1.020 -0.055  N19 1.012
4 C 0.425 0.776 1.654  N19 1.364, C20 1.456, N34 1.320
5 N 4.325 -2.042 -1.348  C12 1.283, H21 1.029
6 C -1.693 -0.613 -4.187  C9 1.402, C16 1.385, H25 1.091
7 N 0.871 -3.787 -0.107  C18 1.163
8 H -3.587 -1.518 -3.915  C9 1.084
9 C -2.626 -1.349 -3.443  C6 1.402, H8 1.084, N22 1.318
10 O 3.202 -1.014 0.396  C12 1.396, C15 1.406
11 H 2.163 -2.274 -2.648  C28 1.090
12 C 3.213 -1.632 -0.856  N5 1.283, O10 1.396, C28 1.471
13 C -1.890 3.015 4.452  C14 1.400, C29 1.403, H36 1.090
14 C -0.805 2.258 4.908  H2 1.085, C13 1.400, C23 1.387
15 C 1.966 -0.401 0.667  O10 1.406, C30 1.391, N34 1.389
16 C -0.442 -0.348 -3.655  C1 1.409, C6 1.385, H26 1.070
17 C -1.160 -1.517 -1.680  C1 1.399, N22 1.351, H35 1.089
18 C 1.348 -2.995 -0.813  N7 1.163, C28 1.507
19 N 0.050 0.652 0.348  H3 1.012, C4 1.364, C30 1.378
20 C -0.367 1.521 2.622  C4 1.456, C23 1.405, C37 1.396
21 H 4.409 -2.473 -2.278  N5 1.029
22 N -2.384 -1.739 -2.207  C9 1.318, C17 1.351
23 C -0.074 1.511 3.996  C14 1.387, C20 1.405, H32 1.075
24 H -2.987 3.700 2.791  C29 1.062
25 H -1.920 -0.323 -5.213  C6 1.091
26 H 0.262 0.170 -4.272  C16 1.070
27 H -1.747 2.351 1.114  C37 1.115
28 C 1.995 -1.909 -1.634  H11 1.090, C12 1.471, C18 1.507, C33 1.542
29 C -2.209 3.041 3.086  C13 1.403, H24 1.062, C37 1.399
30 C 1.013 -0.091 -0.298  C15 1.391, N19 1.378, C33 1.497
31 H 1.662 0.190 -2.229  C33 1.098
32 H 0.692 0.873 4.399  C23 1.075
33 C 1.151 -0.620 -1.692  C1 1.480, C28 1.542, C30 1.497, H31 1.098
34 N 1.574 0.163 1.874  C4 1.320, C15 1.389
35 H -0.974 -1.908 -0.681  C17 1.089
36 H -2.448 3.678 5.113  C13 1.090
37 C -1.455 2.279 2.187  C20 1.396, H27 1.115, C29 1.399

---

No. 3
Density functional theory data (ωB97M-V with the def2-TZVPD basis set) for a cluster of 14 separate species, C38H109N5O14 in total.

The max |F| comes out at 3.00 eV/A. Its LUMO energy is 0.2 eV. Its total charge is 0.

Last columns: bonded neighbours and bond lengths (Å).
Positions of all 166 atoms, in Å:
1 H 2.236 -0.940 -6.105  C68 1.090
2 H 2.306 3.443 -2.518  C7 1.090
3 C 6.416 0.616 -1.724  O11 1.428, H18 1.090, C56 1.552, H93 1.090
4 H -0.706 -2.169 7.076  C54 1.090
5 C -5.305 4.521 -0.865  H10 1.090, H70 1.090, O122 1.442, H142 1.090
6 H -0.008 1.575 -5.567  C102 1.090
7 C 1.667 3.883 -1.752  H2 1.090, C80 1.563, H105 1.090, H164 1.090
8 C 1.312 -0.900 -0.841  N33 1.462, H85 1.090, C101 1.551, C148 1.493
9 H 2.013 -2.776 2.033  N121 1.010
10 H -6.321 4.203 -1.101  C5 1.090
11 O 5.339 0.051 -0.975  C3 1.428, H90 0.960
12 O -1.002 3.822 2.326  C46 1.380, C82 1.378
13 H 4.020 -2.200 1.843  C137 1.090
14 H 4.281 0.220 -5.507  C110 1.090
15 H -5.545 -3.672 0.373  C87 1.090
16 O -2.328 -4.216 -4.456  H39 0.960, C113 1.427
17 H 0.257 2.928 0.936  C46 1.090
18 H 6.546 0.062 -2.654  C3 1.090
19 N 1.958 6.165 -2.636  H43 1.010, C80 1.490, H147 1.010
20 H 3.175 6.641 -0.199  C58 1.090
21 H -1.578 1.115 4.165  C161 1.090
22 H 0.327 -2.732 -1.287  C101 1.090
23 H -1.192 -3.028 0.482  C32 1.090
24 H -1.821 0.749 0.491  C27 1.090
25 H 1.280 -2.272 -4.795  O109 0.960
26 H 4.010 5.326 -1.102  C58 1.090
27 C -2.220 1.542 -0.142  H24 1.090, C48 1.569, H50 1.090, H61 1.090
28 H 3.003 0.466 -4.231  C110 1.090
29 H 6.106 2.682 -1.042  C56 1.090
30 C 1.634 -0.151 3.070  C57 1.536, H92 1.090, H112 1.090, H119 1.090
31 H 6.829 -6.117 -3.500  O141 0.960
32 C -1.381 -1.955 0.438  H23 1.090, O60 1.417, H94 1.090, H114 1.090
33 N 2.521 -1.512 -1.392  C8 1.462, H67 1.010, H115 1.010
34 C -1.836 0.559 -5.224  H65 1.090, O79 1.405, H91 1.090, C102 1.469
35 H -2.011 -4.123 -2.443  C113 1.090
36 C 3.989 -4.586 -3.177  C72 1.566, H124 1.090, H134 1.090, H159 1.090
37 H -2.231 2.390 -4.680  O79 0.960
38 H 5.876 -4.618 -1.912  C72 1.090
39 H -1.532 -3.965 -4.931  O16 0.960
40 H 4.176 6.098 1.751  C154 1.090
41 H 0.054 -0.111 -6.044  C102 1.090
42 H -7.530 -2.414 1.723  C135 1.090
43 H 1.534 7.070 -2.487  N19 1.010
44 H -6.816 -0.898 1.202  C135 1.090
45 H -1.244 5.788 2.127  C82 1.090
46 C 0.224 3.702 1.703  O12 1.380, H17 1.090, H160 1.090, H162 1.090
47 H 4.855 -2.713 0.477  C137 1.090
48 C -3.630 1.235 -0.758  C27 1.569, H98 1.090, N117 1.422, C123 1.498
49 H 1.360 0.708 -2.279  C148 1.090
50 H -2.235 2.394 0.539  C27 1.090
51 C -2.459 -6.436 2.733  H99 1.090, H140 1.090, C145 1.491, H158 1.090
52 O 0.813 -1.046 6.091  C54 1.434, C139 1.464
53 H -4.128 -2.659 -2.138  C116 1.090
54 C -0.147 -1.236 7.139  H4 1.090, O52 1.434, H55 1.090, H155 1.090
55 H -0.945 -0.494 7.172  C54 1.090
56 C 6.166 2.127 -1.978  C3 1.552, H29 1.090, H62 1.090, H136 1.090
57 C 1.521 -1.557 3.679  C30 1.536, H118 1.090, N121 1.453, C139 1.593
58 C 3.141 5.594 -0.501  H20 1.090, H26 1.090, C80 1.550, O130 1.392
59 C -2.639 5.053 3.647  H76 1.090, C82 1.574, N89 1.456, C97 1.503
60 O -1.192 -1.423 -0.862  C32 1.417, C101 1.428
61 H -1.472 1.864 -0.866  C27 1.090
62 H 7.037 2.463 -2.539  C56 1.090
63 H -4.823 4.630 3.271  C97 1.090
64 H -3.846 5.180 1.865  C97 1.090
65 H -2.266 0.742 -6.209  C34 1.090
66 H 0.111 0.234 -4.398  C102 1.090
67 H 3.274 -0.844 -1.474  N33 1.010
68 C 2.844 -1.370 -5.308  H1 1.090, O109 1.408, C110 1.551, H146 1.090
69 H 4.040 4.533 2.482  C154 1.090
70 H -5.446 5.330 -0.148  C5 1.090
71 H -3.086 6.972 3.365  N89 1.010
72 C 5.529 -4.732 -2.939  C36 1.566, H38 1.090, H95 1.090, O141 1.420
73 H 0.024 -1.486 -2.491  C101 1.090
74 H 4.345 -0.720 -3.974  C110 1.090
75 H 0.350 -2.755 5.206  C139 1.090
76 H -2.637 4.397 4.518  C59 1.090
77 H -2.443 1.779 2.888  C161 1.090
78 H -0.424 -1.206 4.472  C139 1.090
79 O -2.320 1.509 -4.310  C34 1.405, H37 0.960
80 C 1.876 5.384 -1.370  C7 1.563, N19 1.490, C58 1.550, H108 1.090
81 H -7.305 -2.011 0.015  C135 1.090
82 C -1.243 5.041 2.921  O12 1.378, H45 1.090, C59 1.574, H120 1.090
83 O -0.407 -5.629 3.420  H131 0.960, C145 1.399
84 H -4.533 -4.102 -2.995  C116 1.090
85 H 1.387 -1.044 0.237  C8 1.090
86 O -4.492 -0.268 3.065  H125 0.960, C156 1.458
87 C -5.481 -2.702 0.866  H15 1.090, H111 1.090, O129 1.366, C135 1.554
88 H 4.216 -4.307 3.124  C150 1.090
89 N -2.973 6.371 4.169  C59 1.456, H71 1.010, H138 1.010
90 H 5.306 0.409 -0.085  O11 0.960
91 H -2.119 -0.468 -4.994  C34 1.090
92 H 0.719 0.007 2.499  C30 1.090
93 H 7.372 0.463 -1.224  C3 1.090
94 H -0.747 -1.409 1.136  C32 1.090
95 H 5.936 -3.886 -3.492  C72 1.090
96 H -4.902 -1.992 2.447  O129 0.960
97 C -3.831 4.658 2.821  C59 1.503, H63 1.090, H64 1.090, H107 1.090
98 H -4.172 0.796 0.079  C48 1.090
99 H -3.153 -6.586 1.906  C51 1.090
100 H -1.715 -4.390 2.584  C145 1.090
101 C 0.099 -1.674 -1.420  C8 1.551, H22 1.090, O60 1.428, H73 1.090
102 C -0.369 0.579 -5.315  H6 1.090, C34 1.469, H41 1.090, H66 1.090
103 H -0.826 -5.612 1.546  C145 1.090
104 H -3.572 2.743 -2.118  C123 1.090
105 H 0.621 3.810 -2.052  C7 1.090
106 H 2.846 -3.054 -0.163  O163 0.960
107 H -3.738 3.648 2.420  C97 1.090
108 H 1.037 5.708 -0.754  C80 1.090
109 O 1.996 -1.868 -4.300  H25 0.960, C68 1.408
110 C 3.699 -0.228 -4.702  H14 1.090, H28 1.090, C68 1.551, H74 1.090
111 H -4.758 -2.136 0.278  C87 1.090
112 H 2.410 -0.068 2.309  C30 1.090
113 C -2.467 -3.513 -3.223  O16 1.427, H35 1.090, C116 1.459, H143 1.090
114 H -2.432 -1.749 0.642  C32 1.090
115 H 2.349 -1.581 -2.385  N33 1.010
116 C -3.886 -3.226 -3.037  H53 1.090, H84 1.090, C113 1.459, H152 1.090
117 N -3.491 0.173 -1.694  C48 1.422, H128 1.010, H132 1.010
118 H 2.447 -1.878 4.155  C57 1.090
119 H 1.625 0.641 3.818  C30 1.090
120 H -0.414 5.289 3.584  C82 1.090
121 N 1.240 -2.525 2.632  H9 1.010, C57 1.453, H153 1.010
122 O -4.536 3.400 -0.382  C5 1.442, C123 1.417
123 C -4.304 2.420 -1.378  C48 1.498, H104 1.090, O122 1.417, H133 1.090
124 H 3.681 -3.605 -2.816  C36 1.090
125 H -4.830 0.474 2.559  O86 0.960
126 H 5.058 4.753 1.059  C154 1.090
127 H 0.401 0.969 -0.791  C148 1.090
128 H -2.822 -0.451 -1.267  N117 1.010
129 O -5.041 -2.892 2.145  C87 1.366, H96 0.960
130 O 3.039 4.788 0.630  C58 1.392, C154 1.412
131 H -0.791 -5.404 4.270  O83 0.960
132 H -3.041 0.547 -2.517  N117 1.010
133 H -5.154 2.065 -1.961  C123 1.090
134 H 3.753 -4.575 -4.241  C36 1.090
135 C -6.844 -1.969 1.002  H42 1.090, H44 1.090, H81 1.090, C87 1.554
136 H 5.252 2.317 -2.540  C56 1.090
137 C 4.213 -3.104 1.265  H13 1.090, H47 1.090, C150 1.522, O163 1.434
138 H -3.885 6.328 4.600  N89 1.010
139 C 0.454 -1.731 4.848  O52 1.464, C57 1.593, H75 1.090, H78 1.090
140 H -3.026 -6.171 3.625  C51 1.090
141 O 5.878 -5.991 -3.496  H31 0.960, C72 1.420
142 H -4.987 4.969 -1.806  C5 1.090
143 H -1.944 -2.557 -3.201  C113 1.090
144 H -3.376 -0.271 4.942  C156 1.090
145 C -1.399 -5.425 2.455  C51 1.491, O83 1.399, H100 1.090, H103 1.090
146 H 3.425 -2.181 -5.746  C68 1.090
147 H 1.313 5.728 -3.279  N19 1.010
148 C 1.319 0.549 -1.202  C8 1.493, H49 1.090, H127 1.090, H165 1.090
149 H 5.754 -3.863 2.508  C150 1.090
150 C 4.762 -4.182 2.189  H88 1.090, C137 1.522, H149 1.090, H166 1.090
151 H -1.912 0.036 2.828  C161 1.090
152 H -4.278 -2.704 -3.910  C116 1.090
153 H 0.947 -3.395 3.054  N121 1.010
154 C 4.110 5.035 1.517  H40 1.090, H69 1.090, H126 1.090, O130 1.412
155 H 0.326 -1.261 8.120  C54 1.090
156 C -3.637 0.340 4.078  O86 1.458, H144 1.090, H157 1.090, C161 1.537
157 H -4.136 1.216 4.492  C156 1.090
158 H -2.005 -7.397 2.973  C51 1.090
159 H 3.404 -5.364 -2.687  C36 1.090
160 H 0.967 3.383 2.434  C46 1.090
161 C -2.335 0.840 3.431  H21 1.090, H77 1.090, H151 1.090, C156 1.537
162 H 0.531 4.645 1.252  C46 1.090
163 O 3.017 -3.571 0.628  H106 0.960, C137 1.434
164 H 1.740 3.285 -0.844  C7 1.090
165 H 2.174 0.979 -0.681  C148 1.090
166 H 4.859 -5.136 1.671  C150 1.090